1.
Density functional theory data (ωB97M-V/def2-TZVPD) for a molecular structure, C32H33F3N6O5SY.

XYZ file:
```
81
Properties=species:S:1:pos:R:3:forces:R:3:lowdin_charge:R:1
Y 1.029067 0.342600 -0.198213 -0.2 0.2 -0.4 1.58
C -0.960700 -3.258664 -1.553487 0.0 -0.1 -0.1 -0.15
N -1.211866 -2.422034 -0.399797 0.1 0.0 0.0 -0.16
C -2.274264 -1.458127 -0.588083 -0.1 0.1 0.0 -0.13
C -2.084054 -0.620024 -1.826157 -0.2 0.1 0.0 -0.29
C -3.187423 0.009137 -2.390716 0.0 0.0 0.0 -0.02
C -3.012571 0.794613 -3.513566 0.0 0.0 0.0 -0.06
C -1.745761 0.889585 -4.067285 0.0 0.0 0.0 -0.06
C -0.708042 0.217302 -3.445254 0.0 0.0 0.0 -0.12
N -0.858458 -0.510609 -2.338767 0.1 0.2 0.0 0.08
C -1.438000 -3.253083 0.782593 0.0 -0.1 -0.1 -0.14
C -1.120868 -2.538104 2.063560 0.0 0.0 0.0 -0.29
C -2.089539 -2.305262 2.980406 0.0 -0.1 -0.1 -0.06
C -2.039508 -1.506842 4.192756 0.1 0.0 0.0 -0.12
C -1.069428 -0.695182 4.628655 0.0 -0.1 0.0 -0.08
C 0.255548 -0.468733 3.958449 0.0 0.1 0.1 -0.24
N 0.191574 -2.212554 2.153332 0.0 0.1 0.1 0.05
C 0.499477 -3.650107 -1.680525 -0.1 0.0 0.0 -0.25
C 0.863367 -4.629928 -2.603097 0.0 0.0 0.0 -0.03
C 2.197867 -4.954819 -2.746483 0.0 0.0 0.0 -0.08
C 3.131356 -4.298430 -1.957753 0.0 0.0 0.0 -0.06
C 2.678861 -3.347333 -1.061723 -0.1 0.0 0.0 -0.13
N 1.391067 -3.026005 -0.918136 -0.1 0.0 0.0 0.12
H -1.575842 -4.173415 -1.531291 0.0 0.0 0.0 0.13
H -1.238545 -2.732522 -2.468513 0.1 -0.1 0.1 0.12
H -3.265373 -1.944109 -0.655159 0.0 0.0 0.0 0.13
H -2.294141 -0.800336 0.288971 0.0 0.0 0.0 0.13
H -4.160655 -0.106847 -1.931315 0.0 0.0 0.0 0.12
H -3.851285 1.320545 -3.952396 0.0 0.0 0.0 0.11
H -1.552102 1.475842 -4.954863 0.0 0.0 0.0 0.10
H 0.291272 0.267159 -3.856238 0.0 0.0 0.0 0.09
H -2.472678 -3.630954 0.806138 0.0 0.0 0.0 0.12
H -0.770367 -4.114706 0.696834 0.0 0.0 0.0 0.13
H -3.058062 -2.725990 2.736043 0.0 0.0 0.0 0.09
H -2.942490 -1.553616 4.794715 0.0 0.0 0.0 0.09
H -1.243300 -0.151784 5.551699 0.0 0.0 0.0 0.10
H 0.970704 -0.176821 4.735184 0.0 0.0 0.0 0.13
H 0.099467 -5.117339 -3.196849 0.0 0.0 0.0 0.11
H 2.507647 -5.707418 -3.461078 0.0 0.0 0.0 0.10
H 4.188833 -4.511002 -2.033935 0.0 0.0 0.0 0.10
H 3.366920 -2.798621 -0.432279 0.0 0.0 0.0 0.09
C 2.808177 3.462809 2.447568 0.0 0.0 0.0 -0.03
C 1.726214 2.447125 2.182456 0.0 0.0 -0.1 -0.47
O 1.514546 2.201680 0.930469 0.2 -0.3 0.0 -0.20
C 1.105605 1.810346 3.230613 0.0 0.1 0.0 -0.03
C 0.191670 0.722322 3.002614 0.0 -0.1 -0.1 -0.28
C 0.824084 -1.762777 3.360461 0.0 -0.1 0.0 -0.15
N -0.714286 0.709047 2.065492 0.0 0.2 0.4 0.05
N -1.191377 1.989199 1.730832 0.1 -0.2 -0.1 0.09
C -1.309904 2.198966 0.470835 0.0 0.2 -0.1 -0.48
O -0.865450 1.420345 -0.470626 -0.1 -0.1 0.0 -0.23
C -2.001555 3.445708 0.030295 0.0 0.0 0.1 -0.13
C -2.665064 4.265924 0.940399 0.0 0.0 0.0 -0.03
C -3.313141 5.411059 0.506634 0.0 0.0 0.0 -0.10
C -3.306273 5.752830 -0.840753 0.0 0.0 0.0 -0.12
C -2.640864 4.942147 -1.749345 0.0 0.0 0.0 -0.10
C -1.991258 3.794164 -1.316486 0.0 0.0 0.0 -0.02
H 3.775619 3.024725 2.189523 0.0 0.0 0.0 0.08
H 2.829451 3.785388 3.487997 0.0 0.0 0.0 0.07
H 2.656877 4.324710 1.797311 0.0 0.0 0.0 0.08
H 1.489658 1.987710 4.227779 0.0 0.0 0.0 0.09
H 1.877004 -1.621982 3.137153 0.0 0.0 0.0 0.09
H 0.750097 -2.256852 1.312136 0.0 -0.1 0.0 0.06
H 0.740000 -2.541951 4.126175 0.0 0.0 0.0 0.13
H -2.658063 3.986462 1.985336 0.0 0.0 0.0 0.10
H -3.826667 6.041738 1.222827 0.0 0.0 0.0 0.09
H -3.814597 6.648609 -1.177350 0.0 0.0 0.0 0.09
H -2.619926 5.206492 -2.800193 0.0 0.0 0.0 0.09
H -1.459703 3.155902 -2.009412 0.0 0.0 0.0 0.10
C 2.790716 -0.737179 1.068885 0.2 -0.1 0.2 -0.28
H 3.040845 -0.166152 1.973207 0.0 0.0 0.0 -0.03
H 3.669474 -0.650687 0.410718 0.0 0.1 0.0 -0.04
H 2.765286 -1.794294 1.366266 0.0 0.0 0.0 -0.05
F 5.279833 0.485497 -2.416773 0.0 0.0 0.0 0.13
C 4.330696 1.392167 -2.147929 0.1 -0.1 -0.1 -0.67
F 4.677287 2.543332 -2.729627 0.0 0.0 0.0 0.13
F 4.290011 1.580827 -0.832834 0.0 0.0 0.1 0.13
S 2.705586 0.808346 -2.784587 -0.3 0.0 0.4 0.48
O 2.504116 -0.487987 -2.131816 0.2 0.0 0.0 -0.37
O 2.862588 0.821721 -4.205602 -0.1 -0.1 -0.1 -0.26
O 1.734986 1.737095 -2.197023 0.2 0.1 0.0 -0.35
```
Positions in Å, forces in eV/Å.

Output
HOMO-LUMO gap in eV: 6.7471
M in g mol⁻¹: 759.6
Net charge: -1
Largest force on an atom in eV Å⁻¹: 0.5
Energy relative to the best compared isomer or geometry (same formula, charge and spin) in kJ/mol: 224.6
HOMO energy in eV: -4.2



2.
Density functional theory data (ωB97M-V/def2-TZVPD) for 7 unconnected molecules or ions with the total composition C6H26O7 in a non-equilibrium geometry.

XYZ file:
```
39
Properties=species:S:1:pos:R:3:forces:R:3:lowdin_charge:R:1
C -3.592914 0.274829 -3.924749 0.7 -0.4 1.7 -0.04
C -2.814239 -0.705907 -4.791599 -1.0 -0.4 0.4 -0.53
C -3.432508 -2.061546 -5.031528 -0.8 -0.7 0.1 -0.07
O -2.821250 -0.038956 -6.001830 0.9 0.6 -2.0 -0.06
H -4.053593 -0.219990 -3.069751 -0.4 -0.2 -0.1 0.07
H -4.314100 0.881259 -4.472676 0.1 -0.4 -0.1 0.09
H -2.889963 0.943962 -3.428527 0.1 0.3 -0.3 0.07
H -1.796998 -0.948147 -4.483985 0.3 0.7 0.6 0.13
H -2.724243 -2.736137 -5.512571 0.2 0.0 -0.1 0.08
H -4.278540 -1.955703 -5.710579 -0.2 0.0 0.0 0.09
H -3.787661 -2.591000 -4.147424 0.1 0.2 0.2 0.08
H -2.451667 -0.646342 -6.646886 0.1 0.2 -0.4 0.09
C 0.205205 0.617876 1.952292 -0.3 0.9 0.9 -0.08
C 0.477455 -0.669099 1.272478 1.2 2.1 -1.0 -0.53
C 1.481360 -0.460995 0.108810 -1.6 1.4 -1.4 -0.06
O 1.251959 -1.439338 2.115704 -0.1 -1.9 1.3 -0.04
H -0.377183 0.433533 2.855032 0.0 0.0 0.2 0.08
H -0.388582 1.299310 1.343060 0.1 0.0 -0.2 0.08
H 1.143848 1.083427 2.252792 0.0 0.2 0.0 0.09
H -0.519328 -1.054298 1.057666 0.2 -0.8 -0.7 0.14
H 1.393539 0.495921 -0.405686 -0.9 0.2 -0.3 0.07
H 1.267869 -1.203967 -0.659636 0.9 -0.3 0.0 0.08
H 2.507083 -0.284466 0.432605 0.0 -1.2 0.4 0.09
H 1.647473 -2.026681 1.467487 0.5 -0.7 0.7 0.08
O -3.497779 -1.400054 8.267742 0.0 -0.2 0.0 -0.05
H -2.795779 -0.753171 8.338187 0.3 0.1 0.0 0.03
H -4.301779 -0.880877 8.251258 -0.2 0.1 0.0 0.03
O -0.222115 2.163392 7.865933 0.0 -0.2 0.1 -0.05
H -0.946955 2.778183 7.979398 -0.2 0.2 0.1 0.03
H 0.348965 2.581939 7.221790 0.2 0.1 -0.2 0.03
O 3.981457 -3.174179 6.936518 0.1 -0.2 0.0 -0.05
H 3.640387 -2.571090 6.276069 -0.1 0.1 -0.2 0.03
H 3.975168 -2.668587 7.749272 0.0 0.1 0.2 0.03
O 2.050250 3.961701 -6.118899 0.1 0.1 -0.2 -0.05
H 2.279218 3.856006 -5.195518 0.1 0.0 0.2 0.03
H 1.171558 3.589231 -6.192438 -0.2 -0.1 -0.1 0.03
O 7.439403 2.106344 -2.646261 -0.2 0.1 0.0 -0.05
H 7.822759 1.646694 -1.899270 0.1 -0.1 0.2 0.03
H 7.922220 1.776922 -3.404280 0.1 -0.1 -0.2 0.03
```
Positions in Å, forces in eV/Å.

Output
HOMO-LUMO gap in eV: 10.6513
M in g mol⁻¹: 210.3
Net charge: 0
Largest force on an atom in eV Å⁻¹: 2.6
Energy relative to the best compared isomer or geometry (same formula, charge and spin) in kJ/mol: 273.6
HOMO energy in eV: -10.3
SMILES: CC(C)O.CC(C)O.O.O.O.O.O



3.
Density functional theory data (ωB97M-V/def2-TZVPD) for C3H3N5 in the gas phase in a non-equilibrium geometry.

XYZ file:
```
11
Properties=species:S:1:pos:R:3:forces:R:3:lowdin_charge:R:1
H -2.566135 -1.172455 0.749310 -2.1 -6.4 1.7 -0.04
N -2.251893 -0.378321 0.449550 6.1 7.1 -1.5 0.18
C -0.956625 -0.312815 0.165137 -4.1 -0.8 -0.8 -0.43
C -0.333918 0.880791 -0.359828 -1.7 2.7 1.3 -0.04
C 0.987278 1.067774 -0.163439 2.6 1.1 -0.2 -0.13
N 1.953236 0.229484 0.456026 -1.3 -2.4 0.8 0.04
N 1.887712 -1.077788 0.483472 0.0 3.6 -0.5 -0.01
N 1.062399 -1.586628 -0.435859 -5.7 -0.7 -0.3 0.00
N -0.262089 -1.336319 -0.496706 5.9 -2.0 -0.1 0.13
H -1.159122 1.696011 -0.542213 2.2 -1.3 -0.2 0.16
H 1.639154 1.990261 -0.305451 -1.9 -0.7 -0.4 0.13
```
Positions in Å, forces in eV/Å.

Output
HOMO-LUMO gap in eV: 8.5535
M in g mol⁻¹: 109.1
Net charge: 0
Largest force on an atom in eV Å⁻¹: 9.5
Energy relative to the best compared isomer or geometry (same formula, charge and spin) in kJ/mol: 539.8
HOMO energy in eV: -10.0
SMILES: [H]/N=c1/ccnnnn1



4.
Density functional theory data (ωB97M-V/def2-TZVPD) for 2 unconnected molecules or ions with the total composition C6H13NO in a non-equilibrium geometry.

XYZ file:
```
21
Properties=species:S:1:pos:R:3:forces:R:3:lowdin_charge:R:1
C 0.625001 0.422359 0.187212 3.2 -1.5 2.0 -0.35
C -1.567101 1.070052 0.978217 1.8 0.7 -1.0 -0.04
C -1.190603 -1.258525 0.021092 -1.9 2.5 -1.1 -0.03
C -1.031203 0.813951 -1.525655 2.0 1.6 -0.4 -0.04
C 2.699396 -0.890126 0.080052 2.3 -0.8 2.3 -0.13
C -0.771054 0.277478 -0.103936 -4.2 -0.8 -0.2 -0.57
N 1.792454 0.029665 -0.405493 -2.4 0.7 -1.7 -0.02
O 1.549186 1.409817 0.197719 -0.2 0.0 0.3 0.09
H 1.101734 -0.678415 2.179933 -0.7 0.8 -1.2 0.11
H -1.020920 2.072839 0.882058 -1.5 -0.8 1.0 0.11
H -1.315526 0.523761 1.880610 0.0 0.5 0.6 0.06
H -2.666433 1.096769 0.878912 0.7 0.2 -0.4 0.09
H -0.666069 -1.503384 0.932652 0.0 -1.3 -0.1 0.03
H -2.376369 -1.353683 0.087505 2.6 0.4 0.1 0.13
H -0.933340 -1.609274 -0.982604 0.4 -1.2 0.7 0.07
H -1.118421 1.915352 -1.492824 0.7 -0.2 0.2 0.09
H -1.928083 0.640763 -2.062226 -1.1 -1.4 0.0 0.07
H -0.145630 0.563279 -2.173394 -1.0 0.2 0.4 0.10
H 2.570490 -1.772057 -0.514425 -0.8 -0.8 -0.1 0.09
H 3.698568 -0.638213 -0.268229 0.3 0.5 0.4 0.09
H 2.693914 -1.132415 1.222814 -0.3 0.6 -1.8 0.07
```
Positions in Å, forces in eV/Å.

Output
HOMO-LUMO gap (alpha / beta) in eV: 9.2740 / 7.6979
M in g mol⁻¹: 115.2
Net charge: 0
Largest force on an atom in eV Å⁻¹: 4.3
Energy relative to the best compared isomer or geometry (same formula, charge and spin) in kJ/mol: 832.8
HOMO energy (alpha / beta) in eV: -8.8 / -7.8



5.
Density functional theory data (ωB97M-V/def2-TZVPD) for C6H10O2S in the gas phase in a non-equilibrium geometry.

XYZ file:
```
19
Properties=species:S:1:pos:R:3:forces:R:3:lowdin_charge:R:1
C 0.173055 -0.004973 1.970798 3.7 -0.5 -2.4 -0.33
C -2.343757 0.441496 -1.023566 -3.9 -1.2 -2.5 -0.01
C -1.095294 0.800106 -0.942179 0.1 1.8 2.5 -0.25
C 0.126683 0.257515 -1.456901 0.7 -3.5 0.2 -0.23
C 1.265986 -0.056615 -0.468758 -0.4 1.8 0.0 -0.12
C 0.767041 -0.841400 0.758879 1.8 1.8 2.2 -0.46
O 2.557883 0.570424 2.700722 -0.2 0.4 -0.3 -0.56
O -0.088926 -1.830416 0.394552 -2.9 -0.2 -1.8 -0.03
S 1.124422 0.857477 2.922950 0.1 -0.5 0.6 0.92
H -2.626683 -0.224627 -1.942065 0.4 0.7 2.0 0.10
H -3.288957 0.869367 -0.488339 2.3 -0.5 -0.9 0.10
H -0.893037 1.572840 -0.227198 0.0 0.6 0.6 0.11
H -0.825642 -0.073674 2.138674 -2.9 0.2 0.5 0.03
H -0.023661 -0.731268 -1.853577 -0.6 -0.2 -1.1 0.11
H 0.613769 0.845712 -2.136976 0.7 1.6 -2.3 0.09
H 1.971107 -0.725671 -0.971827 -0.1 0.3 -0.1 0.12
H 1.746433 0.959832 -0.399312 0.0 -1.3 1.2 0.14
H 1.695129 -1.298310 1.151687 -0.6 -0.1 0.1 0.14
H -0.855550 -1.387815 -0.127565 1.7 -1.2 1.4 0.12
```
Positions in Å, forces in eV/Å.

Output
HOMO-LUMO gap in eV: 9.3983
M in g mol⁻¹: 146.2
Net charge: 0
Largest force on an atom in eV Å⁻¹: 4.8
Energy relative to the best compared isomer or geometry (same formula, charge and spin) in kJ/mol: 247.6
HOMO energy in eV: -9.4



6.
Density functional theory data (ωB97M-V/def2-TZVPD) for 2 unconnected molecules or ions with the total composition C5H10N2O in a non-equilibrium geometry.

XYZ file:
```
18
Properties=species:S:1:pos:R:3:forces:R:3:lowdin_charge:R:1
C -1.777696 1.207632 -0.148633 1.2 3.6 2.4 -0.15
C -1.640846 -0.017010 -0.825675 -2.4 -3.5 -1.5 -0.32
C 0.618390 0.197143 1.189020 -2.1 0.9 0.6 -0.18
C 1.412175 0.449580 -0.256279 1.4 2.8 5.1 -0.39
C 1.801769 -0.957176 -0.775803 3.6 -2.1 -2.2 -0.08
H -2.389506 1.799627 -0.939075 1.2 0.1 2.2 0.09
H -0.594086 1.576177 0.098160 -4.0 0.3 -0.8 0.09
H -2.349943 1.071106 0.979847 1.5 0.4 -3.2 0.16
H -2.433967 -0.054009 -1.665533 1.8 -1.1 0.9 0.12
H -0.380402 -1.720512 1.162339 1.4 1.0 1.1 0.12
H 1.155126 -0.274317 2.126945 -0.4 1.0 -2.3 0.15
H -0.128118 1.069606 1.668218 3.0 -1.3 -1.4 0.14
H 3.029132 -1.229136 -0.047358 -4.0 0.9 -2.2 0.20
H 1.080059 -2.019212 -0.798400 2.0 3.9 0.5 0.14
H 2.214174 -0.860995 -1.898042 -0.8 -0.2 2.5 0.09
N -1.135855 -1.091694 -0.293823 0.4 3.3 -1.7 0.01
N -0.307732 -0.778636 0.774965 -3.0 -5.7 1.7 -0.21
O 1.827330 1.631825 -0.350876 -1.0 -4.4 -1.8 0.03
```
Positions in Å, forces in eV/Å.

Output
HOMO-LUMO gap in eV: 8.0814
M in g mol⁻¹: 114.1
Net charge: 0
Largest force on an atom in eV Å⁻¹: 6.7
Energy relative to the best compared isomer or geometry (same formula, charge and spin) in kJ/mol: 798.9
HOMO energy in eV: -8.1